A | Computed, not measured: one molecule with the formula C12H12O, with wB97M-V/def2-TZVPD.

```
25
C12H12O, DFT wB97M-V/def2-TZVPD
C 2.2370 -1.1727 0.9866
C 1.4042 -1.3566 -0.3071
C 0.3382 -2.4471 -0.2210
C 1.8715 -1.1840 -1.8503
O 2.6865 -1.7374 -2.5107
C 1.0444 0.0799 -2.0053
C 0.6199 0.0666 -0.7447
C -0.5034 0.8682 -0.1259
C -1.1664 1.8022 -0.8249
C -2.1938 2.5634 -0.2601
C -2.5319 2.2562 1.0547
C -1.9143 1.2724 1.7453
C -0.9138 0.5783 1.1482
H 2.9407 -2.0330 1.0098
H 1.5954 -1.2693 1.8570
H 2.7556 -0.1573 1.1395
H 0.7342 -3.2914 0.2818
H -0.0203 -2.8377 -1.2088
H -0.4571 -1.9680 0.2699
H 0.8241 0.8455 -2.7616
H -0.8154 1.9776 -1.8683
H -2.6748 3.4242 -0.7061
H -3.0058 3.0621 1.5919
H -2.3898 0.9959 2.7403
H -0.4648 -0.3380 1.5697
```

Results
LUMO energy: 0.0062 hartree
Highest occupied orbital energy: -9.114 eV
Structure (SMILES): CC1(C)C(=O)C=C1c1ccccc1
Charge: 0

B | Computed, not measured: a 2-piece molecular cluster, C12H12O overall, with wB97M-V/def2-TZVPD.

```
25
C12H12O, DFT wB97M-V/def2-TZVPD
C -1.4428 1.2142 0.9787
C -0.6275 0.6968 0.0184
C 0.7840 0.6858 0.0489
C 1.5776 1.5012 0.8257
C 2.8954 1.2548 0.8471
C 3.5535 0.3512 0.0706
C 2.7442 -0.4127 -0.8503
C 1.3472 -0.2718 -0.7894
O -1.3506 0.0319 -0.9411
C -2.7878 0.4334 -0.7496
C -2.8834 0.8598 0.6713
H -1.1674 1.6213 1.9075
H 1.2640 2.0241 1.7199
H 3.4485 1.7513 1.5934
H 4.5725 0.1009 0.1753
H 3.2869 -0.9107 -1.5801
H 0.6908 -0.8353 -1.4845
H -3.2925 -0.4844 -1.1230
H -2.8347 1.1410 -1.5050
H -3.5472 1.6268 0.7916
H -3.2657 -0.0398 1.3023
C -1.1898 -3.3762 -0.7463
C -0.3540 -2.8652 -0.0596
H -1.8260 -3.8678 -1.4606
H 0.4043 -2.2308 0.3389
```

Results
LUMO energy: 0.0248 hartree
Highest occupied orbital energy: -7.841 eV
Structure (SMILES): C1=C(c2ccccc2)OCC1.C#C
Charge: 0

Quick one: most stable of them? A

A | Computed, not measured: one molecule with the formula C3H5Br, with wB97M-V/def2-TZVPD.

```
9
C3H5Br, DFT wB97M-V/def2-TZVPD
C -0.0979 -1.3066 -1.0384
C -0.6059 0.0904 0.0210
C 0.4200 1.0107 0.5520
Br -2.1699 -0.2446 0.9727
H -0.7201 -2.0524 -1.3622
H 0.8982 -1.2235 -1.3018
H 0.4612 1.0303 1.6080
H 1.3568 0.6206 0.2951
H 0.4577 2.0751 0.2535
```

Results
Spin multiplicity: 3
<S²>: 2.0069
LUMO energy (alpha / beta): 0.0366 / -0.0349 hartree
Highest occupied orbital energy (alpha / beta): -7.256 / -10.233 eV
Charge: 0

B | Computed, not measured: C3H5Br as an isolated structure, with wB97M-V/def2-TZVPD.

```
9
C3H5Br, DFT wB97M-V/def2-TZVPD
C -0.2131 0.5189 -0.4190
C 1.5431 0.2787 0.4648
C -1.1601 -0.4650 -0.0061
Br 2.8900 1.3551 -0.1861
H -0.2753 1.1737 -1.2433
H 1.5684 -0.5069 1.1717
H -2.1837 -0.0393 0.1019
H -0.8382 -1.0188 0.8236
H -1.3311 -1.2963 -0.7075
```

Results
Spin multiplicity: 3
<S²>: 2.0078
LUMO energy (alpha / beta): 0.0337 / -0.0205 hartree
Highest occupied orbital energy (alpha / beta): -7.290 / -9.760 eV
Charge: 0

Quick one: most stable of them? A

A | Computed, not measured: a 2-piece molecular cluster, C5H14 overall, with wB97M-V/def2-TZVPD.

```
19
C5H14, DFT wB97M-V/def2-TZVPD
C 0.2658 -1.4847 -0.9918
C 1.2020 -0.8679 0.1349
C 0.9995 -2.3963 -1.9913
H -0.2315 -0.6104 -1.5042
H -0.4455 -2.2820 -0.4523
H 0.4061 -0.2535 0.6595
H 1.6781 -1.5225 1.0074
H 0.3804 -3.1725 -2.4886
H 1.7984 -2.8767 -1.6000
H 2.0997 -0.2076 -0.2413
H 1.2283 -1.7371 -2.9050
C -1.0647 2.6187 1.8611
C -1.2795 1.7786 0.7005
H -1.8909 3.0433 2.3848
H -0.5868 1.8766 2.6548
H -0.3478 3.5894 1.6575
H -0.2827 1.6076 0.3368
H -1.9074 0.7839 1.0060
H -2.0215 2.1132 -0.2289
```

Results
Spin multiplicity: 2
<S²>: 0.7504
LUMO energy (alpha / beta): 0.1461 / 0.1421 hartree
Highest occupied orbital energy (alpha / beta): 1.434 / -6.897 eV
Charge: -1

B | Computed, not measured: a 2-piece molecular cluster, C5H14 overall, with wB97M-V/def2-TZVPD.

```
19
C5H14, DFT wB97M-V/def2-TZVPD
C 0.9382 -1.9611 -0.4016
C 1.2292 -0.9299 -1.5325
C 1.1671 -1.1839 0.9082
H -0.0112 -2.4763 -0.5163
H 1.7233 -2.7172 -0.2506
H 1.7494 -1.5625 -2.2757
H 1.8946 -0.1620 -1.1767
H 2.2164 -0.8037 0.9419
H 0.5863 -0.2572 0.9525
H 0.3164 -0.4632 -1.8792
H 0.9283 -1.6474 1.8609
C -1.1516 2.3538 0.2596
C -2.1277 1.1982 0.5438
H -1.2880 3.2055 -0.4628
H -1.1115 2.8765 1.2322
H -0.1827 1.9526 -0.0431
H -2.1787 0.5335 -0.3026
H -3.1106 1.4887 0.8931
H -1.5871 0.5556 1.2488
```

Results
Spin multiplicity: 2
<S²>: 0.7503
LUMO energy (alpha / beta): 0.1552 / 0.1559 hartree
Highest occupied orbital energy (alpha / beta): 1.511 / -7.511 eV
Charge: -1

C | Computed, not measured: a 2-piece molecular cluster, C5H14 overall, with wB97M-V/def2-TZVPD.

```
19
C5H14, DFT wB97M-V/def2-TZVPD
C -0.7474 1.1744 -0.5803
C -1.3509 2.5549 -0.6483
C -0.3582 0.6803 -1.9963
H 0.2037 1.2179 -0.0393
H -1.3846 0.4851 -0.0337
H -2.4502 2.4579 -0.5789
H -1.3202 3.0551 -1.6229
H 0.5615 1.2415 -2.2041
H -0.1201 -0.3836 -1.9691
H -1.1666 3.3595 0.0715
H -1.0502 0.9349 -2.7947
C 0.6715 -2.0682 1.0312
C 1.7428 -2.0711 2.1092
H -0.3431 -1.9948 1.4489
H 0.6744 -1.4104 0.1663
H 0.5370 -3.0373 0.5170
H 1.8518 -1.0559 2.4935
H 1.3654 -2.6931 2.9187
H 2.6833 -2.4471 1.7115
```

Results
Spin multiplicity: 2
<S²>: 0.7503
LUMO energy (alpha / beta): 0.1526 / 0.1581 hartree
Highest occupied orbital energy (alpha / beta): 1.506 / -7.513 eV
Charge: -1

D | Computed, not measured: a 2-piece molecular cluster, C5H14 overall, with wB97M-V/def2-TZVPD.

```
19
C5H14, DFT wB97M-V/def2-TZVPD
C 1.7200 -1.0380 -1.3378
C 2.7829 -1.0706 -0.1228
H 1.9821 -1.8940 -2.0046
H 0.8201 -1.4410 -0.9832
H 2.0974 -0.1054 -1.8609
H 3.4360 -1.7486 -0.4441
H 2.3110 -1.2780 0.8626
H 3.3089 -0.1438 -0.0582
C -1.0288 0.7223 0.3725
C -1.5891 2.0604 1.0367
C -2.1053 -0.3721 0.3765
H -0.2146 0.2787 0.9917
H -0.7602 0.9591 -0.6796
H -2.3723 1.7828 1.6322
H -1.0288 2.9210 1.2679
H -2.3438 -0.9339 1.3444
H -1.7883 -1.1426 -0.4419
H -2.1430 2.4783 0.1556
H -3.0843 -0.0345 -0.1066
```

Results
Spin multiplicity: 2
<S²>: 0.7503
LUMO energy (alpha / beta): 0.1530 / 0.1571 hartree
Highest occupied orbital energy (alpha / beta): 1.489 / -7.372 eV
Charge: -1

Quick one: most stable of them? C

A | Computed, not measured: one molecule with the formula C2H2BrCl3, with wB97M-V/def2-TZVPD.

```
8
C2H2BrCl3, DFT wB97M-V/def2-TZVPD
Cl 0.0291 -1.4336 -1.4585
C -0.5058 0.0226 -0.5649
Cl -2.0957 -0.2716 0.1690
C 0.3818 0.3061 0.5851
Cl 0.6950 -1.1436 1.5402
Br 2.1226 0.8903 -0.2215
H -0.7514 0.6358 -1.4143
H 0.1246 0.9939 1.3649
```

Results
LUMO energy: 0.0119 hartree
Highest occupied orbital energy: -10.705 eV
Structure (SMILES): ClC(Cl)[C@@H](Cl)Br
Charge: 0

B | Computed, not measured: C2H2BrCl3 as an isolated structure, with wB97M-V/def2-TZVPD.

```
8
C2H2BrCl3, DFT wB97M-V/def2-TZVPD
C -0.4611 0.5411 -0.3599
C 0.7152 -0.2417 0.0682
Cl -2.0477 -0.3734 -0.3761
Cl -0.6432 2.0614 0.5490
Cl 0.1907 -1.2990 2.0943
Br 1.2785 -1.5723 -1.0019
H -0.4618 0.6054 -1.5688
H 1.4294 0.2784 0.5952
```

Results
LUMO energy: -0.0614 hartree
Highest occupied orbital energy: -10.482 eV
Charge: 0

Quick one: most stable of them? A

A | Computed, not measured: an isolated ion of composition C4H12N3O and charge +1, with wB97M-V/def2-TZVPD.

```
20
C4H12N3O, DFT wB97M-V/def2-TZVPD
N -2.3568 1.1057 -1.6020
C -1.0620 1.5819 -1.0711
C -0.9323 1.1088 0.3869
N -0.9458 -0.3377 0.4707
C 0.1123 -1.1347 0.5168
O 0.1537 -2.2998 0.1223
C 1.4755 -0.5821 0.9763
N 2.3785 -1.7213 0.8480
H -2.7288 1.7817 -2.2524
H -2.1987 0.2319 -2.0833
H -0.9792 2.6568 -1.1827
H -0.2718 1.0226 -1.5865
H -0.0714 1.5701 0.8618
H -1.7689 1.5100 0.9623
H -1.7016 -0.7673 -0.0558
H 1.7064 0.2733 0.3473
H 1.4000 -0.1238 1.9627
H 3.0715 -1.4894 0.1344
H 1.7420 -2.5189 0.6183
H 2.9773 -1.8675 1.6259
```

Results
LUMO energy: -0.1286 hartree
Highest occupied orbital energy: -12.859 eV
Structure (SMILES): NCCNC(=O)C[NH3+]
Charge: +1

B | Computed, not measured: a 2-piece molecular cluster, C4H12N3O overall, with wB97M-V/def2-TZVPD.

```
20
C4H12N3O, DFT wB97M-V/def2-TZVPD
O -0.2040 1.5466 -1.3098
C -0.7748 1.9784 -0.2999
C -0.2647 1.6532 1.0857
N -1.3512 1.8612 2.0505
H -1.5374 2.7668 -0.3745
H -0.0218 0.5814 1.0511
H 0.6895 2.2372 1.2288
H -1.3083 1.2932 2.9158
H -1.2824 2.7948 2.3959
C -0.6434 -2.6487 -0.8638
N 0.0067 -1.3563 -0.9268
C 1.3018 -1.2678 -0.6890
N 2.0384 -0.1866 -0.8296
H -0.8339 -3.0357 -1.8892
H -1.5780 -2.6054 -0.3474
H -0.0263 -3.2704 -0.2254
H -0.5599 -0.5640 -1.0727
H 1.7589 -2.2286 -0.4487
H 1.5288 0.6870 -0.7771
H 3.0620 -0.2362 -0.6738
```

Results
LUMO energy: -0.1234 hartree
Highest occupied orbital energy: -13.383 eV
Charge: +1

Quick one: most stable of them? A

A | Computed, not measured: one molecule with the formula C2H6NO2P, with wB97M-V/def2-TZVPD.

```
12
C2H6NO2P, DFT wB97M-V/def2-TZVPD
C -1.1913 0.5905 -1.0036
P -1.1183 0.0445 0.7681
C 0.6823 0.2263 1.2037
O 1.5800 -0.8826 1.0098
N 1.4871 -1.5263 -0.2763
O 1.5338 -0.7755 -1.1631
H -0.2354 1.0110 -1.3143
H -1.4251 -0.2296 -1.6812
H -1.9522 1.3626 -1.1035
H -1.1567 -1.3552 0.5993
H 1.0480 1.1209 0.6871
H 0.7479 0.4134 2.2739
```

Results
LUMO energy: -0.0067 hartree
Highest occupied orbital energy: -9.208 eV
Structure (SMILES): CPCON=O
Charge: 0

B | Computed, not measured: a 2-piece molecular cluster, C2H6NO2P overall, with wB97M-V/def2-TZVPD.

```
12
C2H6NO2P, DFT wB97M-V/def2-TZVPD
C 0.1369 -0.9386 -0.2984
C 1.3392 0.8868 0.7950
N 0.4021 0.3736 -0.1214
O 0.9984 -1.7782 -0.4291
O -1.3302 1.0681 0.4541
P -1.6750 -1.2990 -0.4650
H 1.5701 1.9236 0.5532
H 1.0004 0.8002 1.8312
H 2.2309 0.2593 0.6849
H -1.4521 1.7524 -0.2068
H -1.4303 -2.4921 -1.1600
H -1.7904 -0.5562 -1.6375
```

Results
LUMO energy (alpha / beta): -0.0562 / -0.0561 hartree
Highest occupied orbital energy (alpha / beta): -9.367 / -9.367 eV
Charge: 0

C | Computed, not measured: a 2-piece molecular cluster, C2H6NO2P overall, with wB97M-V/def2-TZVPD.

```
12
C2H6NO2P, DFT wB97M-V/def2-TZVPD
C 0.1938 1.2978 -0.7933
C -0.4497 -1.3372 0.8546
N 0.8078 2.1595 -0.0474
O 0.8636 -1.4374 -0.2157
O -2.3409 0.5487 -0.2720
P -0.9714 0.0095 -0.5610
H 0.2718 -0.9294 1.7067
H -1.0995 -2.1916 0.9857
H 1.6365 -2.5559 -0.5007
H 1.1980 3.0550 -0.2150
H 0.9477 1.9326 0.9122
H -1.0577 -0.5515 -1.8542
```

Results
LUMO energy: -0.0218 hartree
Highest occupied orbital energy: -8.150 eV
Charge: 0

D | Computed, not measured: one molecule with the formula C2H6NO2P, with wB97M-V/def2-TZVPD.

```
12
C2H6NO2P, DFT wB97M-V/def2-TZVPD
C -0.1657 -0.4996 -0.9445
C 0.7545 -0.0884 0.2205
P 0.8103 1.7942 0.4763
N 2.1611 -0.4025 -0.0833
O 2.6962 0.1645 -1.0342
O 2.6481 -1.2551 0.6406
H 0.2129 -0.2666 -1.9630
H -0.0034 -1.6051 -1.0468
H -1.0712 -0.0393 -0.8299
H 0.5131 -0.5755 1.2359
H 1.0795 2.0339 -0.9596
H -0.4681 1.9651 -0.0547
```

Results
LUMO energy: 0.0030 hartree
Highest occupied orbital energy: -10.375 eV
Structure (SMILES): C[C@H](P)[N+](=O)[O-]
Charge: 0

Quick one: most stable of them? A